The following is a quantum chemistry calculation of a molecular structure, C40H37BGeLuN8O2S, from the Open Molecules 2025 dataset.

Output
* Kohn-Sham gap: 4.80 eV

Geometry as ORCA input:
```
! RIJCOSX wB97M-V def2-TZVPD def2/J DEFGRID3
* xyz -1 1
Lu 0.41760 -0.83980 0.70150
C 0.11630 1.38910 4.78550
C 0.69400 0.40870 3.97650
N -0.07060 0.17330 2.91850
N -1.13100 0.98200 3.00890
C -1.04930 1.71980 4.12740
B -2.34230 0.91960 2.06390
N -2.02000 1.38390 0.62420
C -2.48430 2.50490 0.05770
C -2.13630 2.50180 -1.27690
C -1.44640 1.30070 -1.43890
N -1.38450 0.63440 -0.29040
N -2.80160 -0.52810 1.96410
C -4.05950 -0.99260 1.95830
C -4.01220 -2.35430 1.75600
C -2.64900 -2.63640 1.63890
N -1.93410 -1.52680 1.75820
H 0.49590 1.79330 5.70330
H 1.60710 -0.13960 4.12470
H -1.81610 2.42170 4.39080
H -3.20860 1.60690 2.49740
H -3.03360 3.22640 0.63090
H -2.35120 3.25090 -2.01420
H -1.02010 0.89310 -2.33710
H -4.88990 -0.32820 2.08980
H -4.84510 -3.02240 1.68590
H -2.15810 -3.57740 1.48540
C 8.87670 1.22210 0.51340
C 7.41740 0.89380 0.42120
C 6.84880 0.43960 -0.76740
C 5.52080 0.06750 -0.82090
C 4.73850 0.14900 0.32760
C 5.28210 0.62230 1.51280
C 6.60780 0.99800 1.55520
S 3.10130 -0.55660 0.29000
O 3.21680 -1.85020 -0.32170
O 2.61160 -0.60810 1.68240
N 2.09270 0.34800 -0.53050
C 2.00260 1.60740 0.00990
C 2.97940 2.58410 -0.21230
C 2.81620 3.83540 0.35650
C 1.67880 4.08460 1.11740
C 0.76070 3.06720 1.27580
N 0.90940 1.84720 0.75070
H 9.32250 1.30300 -0.47450
H 9.39850 0.43480 1.05980
H 9.02660 2.15690 1.05130
H 7.45770 0.37110 -1.65810
H 5.07200 -0.30160 -1.73040
H 4.65080 0.67440 2.38600
H 7.03530 1.37200 2.47490
H 3.82620 2.35250 -0.83790
H 3.55820 4.60550 0.20230
H 1.51390 5.05270 1.56710
H -0.14640 3.22140 1.84670
C 0.48540 -3.12470 0.34480
Ge 0.77480 -3.16490 -1.55740
C 1.01760 -5.07610 -2.24610
C 1.05760 -6.15190 -1.36910
C 1.15620 -7.45510 -1.82320
C 1.22470 -7.70880 -3.18200
C 1.17430 -6.65130 -4.07400
C 1.06230 -5.35520 -3.60530
C -1.00090 -2.91740 -2.49490
C -1.25290 -2.09610 -3.58520
C -2.47680 -2.10590 -4.23560
C -3.46980 -2.98020 -3.83280
C -3.23560 -3.82160 -2.75860
C -2.02620 -3.76750 -2.09420
C 2.05440 -2.21400 -2.81450
C 1.91370 -0.85960 -3.07970
C 2.86030 -0.16510 -3.81160
C 3.97590 -0.82460 -4.30340
C 4.14540 -2.17220 -4.02540
C 3.19950 -2.84810 -3.27730
H 1.40010 -3.55280 0.79970
H 1.00570 -5.94790 -0.30810
H 1.17180 -8.28380 -1.12500
H 1.31030 -8.72570 -3.54350
H 1.21210 -6.84910 -5.13800
H 1.00920 -4.53280 -4.30760
H -0.46940 -1.44250 -3.94470
H -2.65730 -1.44410 -5.07540
H -4.41470 -3.01310 -4.35880
H -3.99970 -4.52620 -2.45250
H -1.84270 -4.41600 -1.24960
H 1.05230 -0.33010 -2.68480
H 2.73600 0.89720 -3.99590
H 4.72030 -0.28410 -4.87880
H 5.02590 -2.68820 -4.39270
H 3.34350 -3.89520 -3.04530
*
```


The following is a quantum chemistry calculation of a molecular structure, C40H37ClN5OPReS, from the Open Molecules 2025 dataset.

Output
* Kohn-Sham gap (spin up / spin down): 5.54 / 4.41 eV
* expectation value of S²: 3.79

Geometry as ORCA input:
```
! RIJCOSX wB97M-V def2-TZVPD def2/J DEFGRID3
* xyz 4 4
Re 0.08678 -0.46306 0.03929
Cl -2.24372 -1.19533 0.73490
C -2.78984 -2.57637 -0.26520
C -3.99436 -3.15280 0.05352
C -4.40175 -4.23304 -0.73195
C -3.61664 -4.68983 -1.78148
C -2.40687 -4.07462 -2.07786
C -1.97721 -2.98928 -1.31234
P -0.49060 -2.09011 -1.70348
C 0.57031 -2.95873 -2.81724
C 1.23815 -4.09473 -2.34397
C 1.98943 -4.84565 -3.22925
C 2.07863 -4.46320 -4.56572
C 1.41646 -3.33157 -5.02928
C 0.65353 -2.57010 -4.15917
C -0.93159 -0.43291 -2.26466
C -2.25208 0.06038 -2.33508
C -2.47148 1.37602 -2.68658
C -1.39366 2.23472 -2.94099
C -0.09051 1.77412 -2.86415
C 0.15252 0.43892 -2.53565
H -4.60258 -2.79785 0.87510
H -5.34383 -4.71657 -0.50789
H -3.95021 -5.52791 -2.37850
H -1.80011 -4.42784 -2.90255
H 1.17647 -4.39270 -1.30313
H 2.50047 -5.73370 -2.88184
H 2.66354 -5.05828 -5.25505
H 1.48250 -3.05153 -6.07195
H 0.11785 -1.70451 -4.52919
H -3.09064 -0.60164 -2.15726
H -3.48505 1.74244 -2.78833
H -1.58684 3.25962 -3.23248
H 0.73726 2.42596 -3.11345
H 1.15693 0.03755 -2.63310
C 5.29621 -1.20995 -1.95269
C 4.23466 -2.00767 -1.53663
C 3.12242 -1.42056 -0.96177
C 3.08495 -0.03533 -0.80290
C 4.14612 0.77426 -1.21891
C 5.24916 0.17391 -1.79408
N 1.92576 0.54341 -0.21264
N 2.00938 1.72755 0.17497
C 0.85366 2.28502 0.71677
C 0.89550 3.58391 1.17221
C -0.26809 4.13548 1.70889
C -1.41828 3.36468 1.75294
C -1.38714 2.06297 1.27447
N -0.26861 1.51679 0.77022
H 6.16672 -1.66592 -2.40599
H 4.27291 -3.08235 -1.65475
H 2.30898 -2.05098 -0.61740
H 4.10143 1.84719 -1.09901
H 6.07759 0.78511 -2.12569
H 1.82192 4.13866 1.10511
H -0.26949 5.15210 2.08146
H -2.34256 3.75646 2.15579
H -2.27563 1.44724 1.29767
C -0.12774 -5.28012 4.57076
C 0.10796 -5.91832 3.20729
C 1.21666 -5.25576 2.40574
N 0.82340 -3.85801 2.09170
C 1.59592 -2.81248 2.01310
S 0.82062 -1.19726 2.12796
N 2.92159 -2.85197 1.97918
C 3.70490 -3.89189 1.26317
O 3.14629 -4.40665 0.32907
C 5.03710 -4.12317 1.77897
C 5.45945 -3.62316 3.01925
C 6.73355 -3.90462 3.47135
C 7.58556 -4.68482 2.69548
C 7.16885 -5.19334 1.46817
C 5.89704 -4.91941 1.00836
H -0.90716 -5.81209 5.11226
H -0.44555 -4.23512 4.49976
H 0.77633 -5.31318 5.18021
H -0.81038 -5.93030 2.60915
H 0.39329 -6.96411 3.32768
H 1.42221 -5.77474 1.47097
H 2.14289 -5.20572 2.98372
H -0.17073 -3.67318 2.14495
H 3.41707 -1.99933 2.20644
H 4.78990 -3.05518 3.65377
H 7.06303 -3.53562 4.43256
H 8.58039 -4.90920 3.05735
H 7.83690 -5.81045 0.88357
H 5.55115 -5.32115 0.06522
*
```


The following is a quantum chemistry calculation of a molecular structure, C40H38AsN4O6ReS2Sb2, from the Open Molecules 2025 dataset.

Output
* Kohn-Sham gap (spin up / spin down): 3.35 / 3.20 eV
* expectation value of S²: 0.77

Geometry as ORCA input:
```
! RIJCOSX wB97M-V def2-TZVPD def2/J DEFGRID3
* xyz 1 2
Re -0.99291 -2.00695 0.49605
N 1.97269 -5.06255 -0.67982
C 0.96364 -4.19480 -0.61827
S 1.28932 -2.54078 -0.10203
N -0.23663 -4.52816 -0.99989
N -1.17524 -3.60308 -0.86807
C -2.24715 -3.67314 -1.63872
C -3.07240 -2.52754 -1.58457
C -4.27151 -2.35641 -2.28953
C -4.96816 -1.17947 -2.15845
C -4.44710 -0.18130 -1.33039
C -3.25689 -0.39979 -0.67846
N -2.55751 -1.53811 -0.78948
H 2.89418 -4.76929 -0.40578
H 1.78849 -6.01788 -0.94046
H -2.39291 -4.50984 -2.30215
H -4.62584 -3.16961 -2.90229
H -5.90149 -1.02180 -2.67383
H -4.96771 0.75187 -1.19278
H -2.83010 0.34213 -0.01875
O -2.60019 1.38391 3.11306
As -1.12998 0.39389 3.05152
O 0.08229 1.40434 3.37414
O -1.04608 0.07687 1.38414
C -1.56056 -0.78286 4.55744
C -1.70780 -0.16194 5.78765
C -2.02303 -0.93027 6.89976
C -2.16605 -2.30792 6.79960
C -2.01012 -2.92773 5.56995
C -1.72597 -2.14430 4.46779
S -1.49519 -2.76589 2.84367
O -2.54155 -2.14123 2.00191
O -1.52489 -4.19666 2.78881
O -0.17061 -2.22306 2.42645
H -2.32533 2.30305 3.16720
H -1.55569 0.90839 5.86218
H -2.15703 -0.44813 7.85518
H -2.38706 -2.89762 7.67710
H -2.10956 -3.99576 5.43539
C 3.06485 2.27170 -1.91954
C 2.65888 3.39357 -0.97612
C 1.17271 3.67322 -0.99430
Sb -0.03795 1.98870 -0.19480
C -1.65473 3.25861 0.54653
C -2.90404 3.29148 -0.05288
C -3.87925 4.14597 0.43891
C -3.61683 4.94628 1.53783
C -2.37533 4.89447 2.14993
C -1.39144 4.05197 1.65422
C -0.89613 1.50828 -2.14283
C -1.37692 2.52454 -2.95840
C -1.80134 2.24392 -4.24752
C -1.76981 0.94417 -4.72355
C -1.30675 -0.07562 -3.90991
C -0.85702 0.21110 -2.63171
Sb 2.30450 0.31259 -1.29912
C 3.42007 -0.96674 -2.69774
C 4.71077 -0.68876 -3.11152
C 5.37442 -1.58056 -3.94016
C 4.75158 -2.74435 -4.35753
C 3.44806 -3.00206 -3.96839
C 2.77894 -2.10930 -3.14831
C 3.46532 0.28913 0.50860
C 4.73833 -0.26020 0.55576
C 5.46459 -0.19323 1.73529
C 4.92139 0.40664 2.86139
C 3.64477 0.94076 2.81163
C 2.91979 0.87993 1.63417
H 4.15252 2.18891 -1.94413
H 2.70500 2.46711 -2.93075
H 3.18012 4.30571 -1.28902
H 2.99205 3.17138 0.04499
H 0.83435 3.83648 -2.01182
H 0.93496 4.55351 -0.40199
H -3.11062 2.66276 -0.91112
H -4.84716 4.18913 -0.03775
H -4.37878 5.61042 1.91625
H -2.17174 5.51286 3.01179
H -0.41926 4.00359 2.13279
H -1.40466 3.54490 -2.59740
H -2.14058 3.04576 -4.88770
H -2.10422 0.73117 -5.72694
H -1.28873 -1.09328 -4.26718
H -0.48565 -0.59646 -2.00063
H 5.20857 0.21652 -2.79636
H 6.38305 -1.36718 -4.25928
H 5.27970 -3.44452 -4.98704
H 2.94745 -3.89742 -4.30413
H 1.75444 -2.30362 -2.85296
H 5.15874 -0.73905 -0.32148
H 6.46047 -0.61147 1.76942
H 5.48600 0.44447 3.78144
H 3.18770 1.38392 3.68192
H 1.90446 1.26761 1.64390
*
```


The following is a quantum chemistry calculation of 7 unconnected molecules or ions with the total composition C40H38BrF9N2O, from the Open Molecules 2025 dataset.

Output
* SMILES: NCO[C@H](Br)CNC(F)(F)F.Fc1ccccc1.Fc1ccccc1.Fc1ccccc1.Fc1ccccc1.Fc1ccccc1.Fc1ccccc1
* Kohn-Sham gap: 9.79 eV

Geometry as ORCA input:
```
! RIJCOSX wB97M-V def2-TZVPD def2/J DEFGRID3
* xyz 0 1
N -3.55799 -3.88243 3.83012
C -3.84362 -4.46388 2.48246
O -3.42099 -3.63954 1.38598
C -2.04307 -3.27687 1.43001
Br -0.80206 -4.67628 2.09569
C -1.76514 -1.86584 2.17071
N -2.19311 -0.69440 1.36027
C -3.53767 -0.24645 1.65611
F -3.65240 1.05600 1.09030
F -3.84321 -0.09017 3.01224
F -4.54210 -0.99405 1.02171
H -4.41063 -3.98123 4.38938
H -2.76545 -4.36864 4.26717
H -3.52038 -5.56272 2.39232
H -4.98849 -4.50607 2.41803
H -1.73476 -3.08235 0.34302
H -0.61944 -1.80480 2.22513
H -2.11493 -1.86066 3.24970
H -1.54718 0.07711 1.59294
F -3.11874 -4.25340 6.67136
C -2.05040 -3.76193 7.32487
C -0.83932 -4.42846 7.24786
C 0.26501 -3.91603 7.91980
C 0.14217 -2.74923 8.66921
C -1.08145 -2.09138 8.74282
C -2.18348 -2.59693 8.06246
H -0.76500 -5.33832 6.66731
H 1.22008 -4.42564 7.86014
H 1.00331 -2.35277 9.19656
H -1.17705 -1.18493 9.33003
H -3.14191 -2.09312 8.10122
F 0.05762 0.29755 0.50977
C 0.55092 1.45338 0.02190
C -0.19907 2.61271 0.13385
C 0.31172 3.80641 -0.36500
C 1.56166 3.82269 -0.97886
C 2.30297 2.65028 -1.08958
C 1.79758 1.45899 -0.58139
H -1.17389 2.57800 0.60762
H -0.26389 4.72248 -0.27624
H 1.95783 4.75317 -1.37191
H 3.27407 2.66427 -1.57178
H 2.36435 0.53812 -0.65075
F -1.53015 6.11305 -0.44620
C -1.94203 6.85191 0.60122
C -1.31251 6.70437 1.82647
C -1.73494 7.47119 2.90659
C -2.78815 8.36811 2.75150
C -3.41542 8.50344 1.51700
C -2.98679 7.74517 0.43344
H -0.49970 5.99506 1.93015
H -1.24468 7.36963 3.86812
H -3.11978 8.96268 3.59594
H -4.23825 9.19940 1.39867
H -3.45768 7.84371 -0.53728
F 3.23827 6.03883 -6.18847
C 2.70148 4.83327 -5.93564
C 3.04914 3.75416 -6.73154
C 2.49779 2.50500 -6.46748
C 1.59701 2.35318 -5.41635
C 1.25178 3.44581 -4.62679
C 1.81117 4.69241 -4.88388
H 3.74427 3.89389 -7.54821
H 2.76860 1.65222 -7.07895
H 1.16371 1.37963 -5.21310
H 0.54716 3.32634 -3.81121
H 1.56074 5.55245 -4.27407
F -0.30814 -7.01963 5.22295
C -0.77086 -8.03411 4.47251
C -1.45942 -7.75513 3.30378
C -1.93244 -8.80583 2.52503
C -1.72092 -10.12103 2.92983
C -1.03215 -10.38740 4.10877
C -0.54893 -9.33835 4.88256
H -1.62293 -6.72224 3.00623
H -2.46611 -8.59993 1.60379
H -2.09436 -10.93943 2.32359
H -0.87150 -11.41194 4.42507
H -0.00252 -9.52706 5.79899
F 4.93704 1.88650 -8.30778
C 5.43560 2.18696 -9.52033
C 5.27420 3.46701 -10.02611
C 5.79484 3.77650 -11.27763
C 6.46109 2.80047 -12.01321
C 6.61250 1.51752 -11.49689
C 6.10196 1.20960 -10.24093
H 4.74586 4.21161 -9.44340
H 5.68103 4.77682 -11.67969
H 6.86303 3.04194 -12.99134
H 7.12813 0.75716 -12.07265
H 6.21829 0.21830 -9.81956
*
```


Calculated energy in order - -5870.6106, -3172.0762, -5808.0942, -5204.5414 Ha
Calculated largest force on an atom in order - 0.0639, 0.0063, 0.0920, 0.0595 Eh/bohr